1.
{
  "formula": "CH7N2PS",
  "method": "ωB97M-V with the def2-TZVPD basis set",
  "species": ["C", "N", "N", "P", "S", "H", "H", "H", "H", "H", "H", "H"],
  "positions_angstrom": [[0.641, -0.669, -1.654], [-0.501, -0.858, 1.344], [-0.955, 1.602, 0.064], [0.233, 0.480, 0.476], [1.670, 1.257, 1.553], [0.756, 0.181, -2.388], [1.594, -1.191, -1.372], [-0.143, -1.437, -1.679], [-0.516, -1.735, 0.759], [0.083, -1.116, 2.092], [-1.037, 2.284, 0.889], [-1.825, 1.202, -0.085]],
  "atomic_forces_ev_per_a": [[0.838, 1.479, 3.030], [-0.282, -0.372, -2.709], [2.017, 1.812, 2.345], [0.501, -2.217, -1.459], [-0.556, -0.242, -0.732], [-0.461, -1.397, 0.759], [-0.747, 0.826, -0.447], [-0.095, 0.786, -0.505], [-0.267, 1.406, 0.527], [0.884, 0.050, 1.418], [0.191, -1.168, -1.686], [-2.024, -0.963, -0.541]],
  "lowdin_charge": [-0.079, -0.190, -0.191, 0.233, 0.122, 0.018, 0.005, -0.016, 0.044, -0.020, 0.076, -0.002],
  "relative_energy_kj_mol": 94.4,
  "mol_weight_g_mol": 110.12,
  "charge": 0,
  "gap_ev": 8.930
}

***

2.
{
  "formula": "CH7N2S",
  "method": "ωB97M-V with the def2-TZVPD basis set",
  "species": ["S", "H", "N", "C", "N", "H", "H", "H", "H", "H", "H"],
  "positions_angstrom": [[2.480, 0.078, 0.760], [3.503, -0.667, 0.189], [-0.145, -0.018, -1.130], [-1.344, 0.072, -0.297], [-0.969, -0.107, 1.069], [0.781, -0.207, -0.573], [0.089, 0.882, -1.411], [-2.193, -0.628, -0.442], [-1.711, 1.008, -0.577], [-0.161, 0.575, 1.165], [-0.332, -0.989, 1.248]],
  "atomic_forces_ev_per_a": [[1.099, -0.558, -0.245], [-0.808, 0.573, 0.438], [1.064, -2.318, 0.136], [1.438, -2.342, -0.237], [2.728, 0.194, 2.450], [-1.959, -0.309, -0.649], [0.181, 1.973, -1.023], [0.690, -0.217, -0.777], [-1.177, 1.910, 0.584], [-1.281, -0.678, 0.403], [-1.975, 1.772, -1.079]],
  "lowdin_charge": [-0.166, -0.399, -0.069, -0.439, -0.076, -0.093, -0.007, 0.086, 0.065, 0.015, 0.084],
  "relative_energy_kj_mol": 97.6,
  "mol_weight_g_mol": 79.15,
  "charge": -1,
  "gap_ev": 7.476
}

***

3.
{
  "formula": "CH7N2S",
  "method": "ωB97M-V with the def2-TZVPD basis set",
  "species": ["S", "H", "N", "C", "N", "H", "H", "H", "H", "H", "H"],
  "positions_angstrom": [[-0.829, -2.409, -0.271], [-0.103, -3.398, -0.850], [1.200, 0.093, -0.318], [0.321, 1.231, -0.024], [-1.047, 1.065, 0.521], [0.500, -0.635, -0.622], [1.546, -0.381, 0.513], [0.281, 1.740, -0.983], [0.732, 1.915, 0.721], [-1.114, 0.469, 1.351], [-1.487, 0.310, -0.039]],
  "atomic_forces_ev_per_a": [[-0.091, -0.543, -0.098], [-0.212, 0.289, 0.130], [-1.300, -0.585, 0.159], [0.468, 0.249, 1.100], [-0.945, -2.016, -1.066], [0.964, 0.213, -0.203], [-0.097, 0.387, 0.254], [-0.600, 0.382, 0.052], [0.765, 0.075, -0.304], [1.077, 0.675, 0.575], [-0.030, 0.873, -0.599]],
  "lowdin_charge": [-0.180, -0.431, -0.068, -0.406, -0.047, -0.104, 0.029, 0.082, 0.080, 0.043, 0.003],
  "relative_energy_kj_mol": 45.1,
  "mol_weight_g_mol": 79.15,
  "charge": -1,
  "gap_ev": 7.512
}

***

4.
{
  "formula": "CH7N2S",
  "method": "ωB97M-V with the def2-TZVPD basis set",
  "species": ["S", "H", "N", "C", "N", "H", "H", "H", "H", "H", "H"],
  "positions_angstrom": [[-1.068, -1.996, 1.395], [-1.802, -2.885, 0.671], [0.685, -0.388, -0.884], [0.733, 1.055, -0.476], [-0.389, 1.222, 0.452], [-0.079, -0.732, -0.187], [1.489, -0.836, -0.594], [0.671, 1.646, -1.435], [1.548, 1.382, 0.102], [-0.467, 0.454, 1.140], [-1.321, 1.079, -0.184]],
  "atomic_forces_ev_per_a": [[-0.560, -0.823, 0.301], [0.195, 0.310, 0.199], [-3.064, 1.318, 0.824], [-1.516, -1.224, -0.989], [-3.725, 0.928, -2.037], [1.837, -0.212, -1.898], [2.222, -1.216, 0.724], [-0.392, 0.063, 1.129], [1.818, -0.030, 0.402], [0.441, 0.500, -0.711], [2.745, 0.387, 2.056]],
  "lowdin_charge": [-0.265, -0.446, -0.073, -0.849, -0.110, -0.094, -0.063, -0.057, -0.065, -0.060, 0.081],
  "relative_energy_kj_mol": 90.3,
  "mol_weight_g_mol": 79.15,
  "multiplicity": 2,
  "charge": -2,
  "gap_ev": [2.056, 6.880]
}

***

5.
{
  "formula": "CH7N3",
  "method": "ωB97M-V with the def2-TZVPD basis set",
  "species": ["C", "N", "N", "N", "H", "H", "H", "H", "H", "H", "H"],
  "positions_angstrom": [[1.215, 0.613, -1.327], [-0.872, 0.309, 2.121], [-1.658, -0.901, 0.512], [-0.669, -0.648, 1.377], [1.263, 0.865, -0.331], [2.230, 0.671, -1.761], [0.923, -0.422, -1.384], [-1.771, 0.662, 2.101], [0.525, 1.179, -1.895], [-1.343, -1.493, -0.208], [-2.562, -0.478, 0.480]],
  "atomic_forces_ev_per_a": [[1.362, -1.283, -1.833], [3.658, -1.037, 2.094], [0.681, -1.422, -0.241], [-0.946, 1.384, -0.617], [-0.065, 0.848, 2.210], [-0.506, 0.150, 0.101], [-0.163, -0.515, -0.050], [-2.897, 1.210, -0.652], [-0.622, 0.801, -0.435], [-0.213, -0.727, -0.823], [-0.289, 0.593, 0.244]],
  "lowdin_charge": [-0.040, 0.018, 0.009, -0.155, -0.024, 0.033, 0.002, -0.004, 0.005, 0.065, 0.089],
  "relative_energy_kj_mol": 233.7,
  "smiles": "[H]/N=N\\N.C",
  "mol_weight_g_mol": 61.09,
  "charge": 0,
  "gap_ev": 10.719
}

***

6.
{
  "formula": "CH7N4O",
  "method": "ωB97M-V with the def2-TZVPD basis set",
  "species": ["C", "N", "N", "N", "N", "O", "H", "H", "H", "H", "H", "H", "H"],
  "positions_angstrom": [[0.023, -1.342, 0.036], [1.005, -0.269, -0.318], [-1.348, -0.831, -0.180], [-0.538, 1.435, -0.306], [0.760, 1.043, 0.147], [-1.571, 0.343, 0.312], [0.221, -2.204, -0.662], [0.084, -1.571, 1.051], [1.909, -0.577, -0.201], [-1.715, -1.297, -0.983], [-1.054, 2.274, 0.108], [0.865, 1.176, 1.203], [1.360, 1.820, -0.206]],
  "atomic_forces_ev_per_a": [[-1.065, 1.656, -1.331], [-2.349, 0.092, -1.674], [2.642, -3.134, 0.434], [-3.258, -0.570, -0.950], [-0.551, 1.716, 3.063], [1.112, 1.739, -0.295], [-0.153, 0.958, 0.922], [0.478, -0.813, 1.810], [2.577, -0.156, 0.500], [-1.341, 1.452, -1.127], [1.988, -1.038, 0.074], [-0.336, -0.662, -0.857], [0.255, -1.239, -0.569]],
  "lowdin_charge": [-0.094, 0.028, -0.089, 0.072, -0.004, -0.046, 0.167, 0.100, 0.110, 0.141, 0.178, 0.218, 0.218],
  "relative_energy_kj_mol": 516.3,
  "smiles": "C1N[NH2+]NON1",
  "mol_weight_g_mol": 91.09,
  "charge": 1,
  "gap_ev": 10.063
}

***

7.
{
  "formula": "CH7N5S",
  "method": "ωB97M-V with the def2-TZVPD basis set",
  "species": ["C", "N", "N", "N", "N", "N", "S", "H", "H", "H", "H", "H", "H", "H"],
  "positions_angstrom": [[-0.106, 0.437, -1.240], [-1.256, -0.224, -1.198], [0.901, 0.219, 0.434], [1.871, 1.034, 0.519], [-1.560, -1.039, -0.065], [0.451, -0.391, 1.391], [0.688, 1.329, -2.256], [-2.154, 0.039, -1.685], [2.221, 1.588, -0.312], [2.541, 0.937, 1.375], [-2.504, -0.816, 0.163], [-1.545, -2.055, -0.409], [-0.584, -0.815, 1.038], [1.037, -0.243, 2.246]],
  "atomic_forces_ev_per_a": [[-0.239, 1.223, -2.976], [-0.628, 0.077, 1.276], [0.014, 2.197, -1.983], [2.628, -0.104, 1.222], [0.933, -2.142, -0.915], [-0.052, -0.946, 1.934], [-0.610, -0.700, 0.908], [1.883, 0.265, -0.177], [-0.806, -1.033, 0.782], [-1.381, 0.511, -1.866], [-1.008, 0.012, 0.689], [-0.087, 1.563, 0.740], [0.612, -0.173, 0.310], [-1.260, -0.748, 0.056]],
  "lowdin_charge": [-0.599, -0.016, -0.144, 0.178, 0.077, 0.205, 1.041, 0.224, 0.132, 0.228, 0.135, 0.197, 0.145, 0.195],
  "relative_energy_kj_mol": 131.9,
  "mol_weight_g_mol": 121.17,
  "charge": 2,
  "gap_ev": 9.374
}

***

8.
{
  "formula": "CH7NO",
  "method": "ωB97M-V with the def2-TZVPD basis set",
  "species": ["C", "N", "H", "H", "H", "H", "H", "H", "H", "O"],
  "positions_angstrom": [[-0.542, -1.708, 0.700], [-0.763, -0.300, 0.561], [-0.197, -2.181, -0.280], [-1.378, -2.254, 1.195], [0.362, -1.966, 1.286], [-0.129, 0.044, -0.115], [-1.586, -0.147, 0.042], [1.782, 1.233, -1.159], [1.032, 2.315, -0.176], [1.089, 1.913, -1.114]],
  "atomic_forces_ev_per_a": [[1.367, -2.196, -0.596], [0.144, 0.317, 0.820], [-1.191, 0.099, 0.804], [0.491, 0.473, -0.707], [-0.491, 0.673, 0.328], [1.339, 0.631, -0.413], [-1.686, 0.043, -0.239], [-0.262, 0.589, 0.521], [0.506, -1.361, -2.295], [-0.219, 0.732, 1.778]],
  "lowdin_charge": [-0.228, -0.063, 0.080, 0.078, 0.062, 0.010, 0.044, 0.036, 0.090, -0.108],
  "relative_energy_kj_mol": 47.9,
  "smiles": "CN.O",
  "mol_weight_g_mol": 49.07,
  "charge": 0,
  "gap_ev": 10.170
}

***

9.
{
  "formula": "CH7NO2",
  "method": "ωB97M-V with the def2-TZVPD basis set",
  "species": ["C", "N", "H", "H", "H", "H", "H", "O", "H", "H", "O"],
  "positions_angstrom": [[-1.679, 0.163, 0.253], [-1.630, -0.950, -0.344], [-0.792, 0.431, 0.826], [-2.498, 0.883, 0.241], [-2.410, -1.097, -0.985], [1.576, -0.866, 0.296], [0.248, -1.288, -0.301], [1.049, -1.649, 0.090], [2.585, 1.474, 0.532], [1.804, 1.680, -0.727], [1.749, 1.219, 0.119]],
  "atomic_forces_ev_per_a": [[0.394, -0.164, 0.149], [-0.168, 0.475, -0.682], [-0.156, 0.097, 0.277], [-0.098, -0.077, -0.213], [-0.243, -0.095, 0.364], [-0.083, -0.156, -0.144], [-0.470, -0.253, -0.052], [0.766, 0.059, 0.239], [-0.150, -0.132, 0.184], [-0.231, -0.181, -0.056], [0.438, 0.427, -0.066]],
  "lowdin_charge": [-0.102, 0.021, 0.054, 0.068, 0.058, -0.011, -0.048, -0.095, 0.054, 0.054, -0.053],
  "relative_energy_kj_mol": 53.9,
  "smiles": "C=N.O.O",
  "mol_weight_g_mol": 65.07,
  "charge": 0,
  "gap_ev": 10.630
}

***

10.
{
  "formula": "CH7NO3",
  "method": "ωB97M-V with the def2-TZVPD basis set",
  "species": ["C", "N", "O", "H", "H", "H", "H", "H", "O", "H", "H", "O"],
  "positions_angstrom": [[0.094, 0.367, -0.623], [0.704, 0.270, 0.670], [0.346, -0.757, -1.418], [-1.009, 0.480, -0.511], [0.473, 1.264, -1.071], [0.435, -0.656, 1.144], [0.362, 1.091, 1.270], [0.046, -1.594, -0.725], [-0.372, -2.257, 0.279], [-0.561, -3.154, 0.252], [-0.839, 3.269, 1.151], [-0.524, 2.416, 0.831]],
  "atomic_forces_ev_per_a": [[4.681, -3.211, -0.429], [-3.390, -0.904, 1.151], [-1.631, 2.819, 0.874], [-0.798, 0.777, 0.656], [-0.198, 0.834, -0.794], [0.851, 0.864, -1.103], [0.790, 0.321, -0.545], [-0.271, -1.817, 0.977], [1.090, 3.443, 0.001], [-0.590, -2.509, -0.515], [0.278, 0.046, 0.367], [-0.812, -0.663, -0.640]],
  "lowdin_charge": [-0.297, 0.194, 0.001, 0.218, 0.145, 0.131, 0.086, -0.008, -0.200, -0.044, -0.015, -0.212],
  "relative_energy_kj_mol": 824.9,
  "mol_weight_g_mol": 81.07,
  "charge": 0,
  "gap_ev": 4.711
}